No. 1
DFT (ωB97M-V/def2-TZVPD) results for a structure of composition C27H25AuCl2N5S3.

The LUMO energy (spin up / spin down) is 1.87 / 1.87 eV. The largest force on an atom is 0.62 eV/A. For the energy, the calculation gives -3568.25949 hartree. Its net charge is -1. For the energy relative to the best compared isomer or geometry (same formula, charge and spin), the calculation gives 0.0 kJ/mol. As for the HOMO-LUMO gap (spin up / spin down): 5.7176 / 5.7184 eV.

Last column: natural (NBO) charge in e.
Cartesian coordinates (Å):
1 Au -0.568 0.395 -0.993  1.07
2 S 4.949 -2.859 1.435  0.26
3 C 3.416 -2.171 0.829  -0.13
4 C 2.449 -1.707 1.705  -0.25
5 C 1.283 -1.167 1.185  0.07
6 N 1.068 -1.064 -0.123  -0.46
7 C 2.000 -1.501 -0.964  0.08
8 C 3.189 -2.070 -0.535  -0.27
9 C 4.323 -4.412 2.053  -0.13
10 C 4.202 -4.632 3.416  -0.26
11 C 3.736 -5.866 3.851  0.04
12 N 3.392 -6.855 3.031  -0.41
13 C 3.505 -6.628 1.724  0.04
14 C 3.969 -5.436 1.187  -0.25
15 H 2.594 -1.758 2.775  0.23
16 H 0.481 -0.803 1.816  0.25
17 H 1.772 -1.399 -2.019  0.22
18 H 3.920 -2.424 -1.248  0.23
19 H 4.465 -3.859 4.127  0.23
20 H 3.631 -6.063 4.912  0.19
21 H 3.215 -7.441 1.068  0.20
22 H 4.046 -5.307 0.115  0.23
23 Cl 0.904 2.583 0.708  -0.04
24 C -0.140 2.118 2.039  -0.18
25 C 0.027 2.835 3.212  -0.20
26 C -0.720 2.560 4.345  -0.33
27 C -1.658 1.530 4.272  -0.22
28 C -1.830 0.829 3.105  -0.12
29 Cl -3.032 -0.442 3.074  -0.04
30 C -1.094 1.056 1.882  0.19
31 N -1.355 0.274 0.851  -0.95
32 H 0.768 3.626 3.221  0.21
33 H -0.582 3.129 5.254  0.20
34 H -2.271 1.271 5.127  0.21
35 S -1.686 -3.073 -1.743  -0.25
36 C -2.905 -1.966 -1.575  -0.04
37 N -3.194 -1.246 -0.501  -0.61
38 C -4.248 -0.249 -0.624  -0.23
39 C -4.380 0.054 -2.110  -0.55
40 S -3.985 -1.530 -2.909  0.25
41 H -2.508 -1.086 0.252  0.48
42 H -3.962 0.625 -0.037  0.24
43 H -5.187 -0.648 -0.229  0.19
44 H -3.647 0.793 -2.437  0.25
45 H -5.385 0.375 -2.377  0.22
46 C -2.428 3.414 -0.852  -0.62
47 C -1.462 3.704 -1.964  -0.07
48 C -1.136 5.011 -2.298  -0.20
49 C -0.273 5.313 -3.342  -0.28
50 C 0.278 4.270 -4.072  -0.20
51 C -0.010 2.948 -3.776  -0.06
52 C 0.601 1.813 -4.547  -0.62
53 C -0.886 2.643 -2.705  0.11
54 N -1.204 1.326 -2.498  -0.74
55 H -2.739 4.340 -0.366  0.20
56 H -1.996 2.757 -0.094  0.23
57 H -3.325 2.903 -1.223  0.20
58 H -1.580 5.814 -1.719  0.20
59 H -0.038 6.343 -3.582  0.20
60 H 0.955 4.482 -4.895  0.19
61 H 1.199 2.185 -5.381  0.20
62 H -0.166 1.136 -4.931  0.22
63 H 1.243 1.205 -3.900  0.21


No. 2
DFT (ωB97M-V/def2-TZVPD) results for a structure of composition C38H75GeN5O4S5SeSiTa in a non-equilibrium geometry.

The LUMO energy is -3.34 eV. The largest force on an atom is 2.88 eV/A. For the energy, the calculation gives -8883.25056 hartree. Its net charge is +1. For the energy relative to the best compared isomer or geometry (same formula, charge and spin), the calculation gives 111.6 kJ/mol. As for the HOMO-LUMO gap: 7.1823 eV.

Last column: Mulliken charge in e.
Cartesian coordinates (Å):
1 Ta 0.647 0.991 0.574  -2.98
2 C -0.509 -4.136 2.154  -1.15
3 C -1.191 -2.879 2.657  -0.66
4 S -0.253 -1.317 2.445  0.76
5 C 1.259 -1.571 3.429  -0.10
6 C 2.409 -2.247 2.695  -1.58
7 S 2.485 -1.746 0.932  0.56
8 C 2.723 -3.348 0.075  -0.76
9 C 1.769 -4.480 0.420  -1.67
10 S -0.004 -4.020 0.395  0.37
11 H -1.215 -4.965 2.221  0.49
12 H 0.373 -4.375 2.744  0.41
13 H -1.426 -2.980 3.718  0.61
14 H -2.121 -2.706 2.113  0.02
15 H 0.987 -2.120 4.332  0.94
16 H 1.548 -0.551 3.681  -0.84
17 H 2.323 -3.328 2.712  0.36
18 H 3.352 -1.962 3.163  0.69
19 H 3.748 -3.676 0.247  0.64
20 H 2.619 -3.066 -0.973  0.10
21 H 1.986 -4.922 1.391  0.63
22 H 1.886 -5.260 -0.336  0.59
23 C 3.002 1.799 4.356  -1.81
24 C 1.884 2.168 3.364  2.07
25 C 0.528 2.077 4.083  -1.26
26 C 2.101 3.634 2.948  -1.59
27 C 1.930 1.287 2.146  0.39
28 H 2.939 2.424 5.244  0.48
29 H 3.980 1.949 3.905  0.42
30 H 2.933 0.760 4.675  0.25
31 H 0.502 2.785 4.908  0.53
32 H 0.353 1.082 4.488  0.21
33 H -0.286 2.322 3.404  -0.03
34 H 2.243 4.245 3.835  0.58
35 H 1.235 4.002 2.410  0.21
36 H 2.984 3.731 2.321  0.24
37 H 2.914 0.820 2.061  0.85
38 C 1.759 -0.331 -4.813  -0.16
39 C 2.299 1.021 -5.257  -1.34
40 C 3.135 1.704 -4.175  -0.12
41 C 2.321 2.157 -2.954  -0.05
42 Ge 2.520 1.007 -1.305  1.11
43 C 4.308 1.430 -0.461  -0.15
44 C 5.543 1.556 -1.356  -0.60
45 C 6.383 0.283 -1.426  -0.71
46 C 5.682 -0.891 -2.090  -0.42
47 H 1.215 -0.808 -5.625  0.57
48 H 1.091 -0.217 -3.959  -0.40
49 H 2.583 -0.978 -4.523  0.25
50 H 1.471 1.672 -5.547  0.31
51 H 2.930 0.877 -6.137  0.50
52 H 3.623 2.573 -4.621  0.31
53 H 3.918 1.007 -3.866  -0.23
54 H 1.269 2.243 -3.222  -0.23
55 H 2.638 3.159 -2.663  0.62
56 H 2.648 -0.420 -1.908  -0.41
57 H 4.505 0.698 0.324  0.22
58 H 4.143 2.384 0.048  0.31
59 H 6.181 2.348 -0.957  0.36
60 H 5.252 1.857 -2.362  0.20
61 H 6.674 -0.006 -0.415  0.30
62 H 7.294 0.507 -1.982  0.42
63 H 4.799 -1.179 -1.524  -0.27
64 H 6.353 -1.745 -2.146  0.50
65 H 5.376 -0.629 -3.100  0.16
66 C -3.402 -5.899 4.017  -1.76
67 C -4.014 -4.566 3.720  0.85
68 C -4.378 -4.211 2.425  -0.52
69 C -4.980 -2.990 2.172  -0.69
70 C -5.206 -2.115 3.216  0.04
71 C -4.844 -2.442 4.508  -0.41
72 C -4.245 -3.664 4.755  -0.58
73 S -6.089 -0.594 2.910  1.43
74 O -7.382 -0.913 2.394  -0.74
75 O -5.964 0.255 4.057  -0.67
76 N -5.208 0.053 1.619  -0.11
77 C -4.210 1.037 1.971  -1.55
78 C -3.299 1.276 0.766  -0.27
79 C -2.173 2.310 1.082  -0.23
80 O -2.391 3.495 1.103  -0.61
81 O -1.026 1.762 1.290  1.09
82 H -3.148 -6.433 3.105  0.37
83 H -4.102 -6.510 4.584  0.47
84 H -2.508 -5.783 4.628  0.35
85 H -4.211 -4.904 1.612  0.38
86 H -5.287 -2.712 1.177  0.44
87 H -5.044 -1.739 5.301  0.56
88 H -3.963 -3.932 5.761  0.45
89 H -5.848 0.365 0.903  0.29
90 H -3.651 0.617 2.812  0.53
91 H -4.640 1.996 2.286  0.43
92 H -3.899 1.665 -0.062  0.96
93 H -2.034 -0.332 1.041  -1.17
94 S -3.445 0.161 -2.156  -0.34
95 C -2.406 -0.216 -0.952  0.07
96 N -2.660 0.052 0.339  1.07
97 C 0.738 4.679 -0.096  -0.67
98 N 0.089 4.792 -1.377  0.31
99 C 0.658 5.788 -2.256  -1.35
100 C -0.679 3.771 -1.833  -0.42
101 N -0.591 2.591 -1.289  1.21
102 N -1.503 4.062 -2.889  0.27
103 C -2.258 5.301 -2.917  -1.27
104 C -2.124 2.988 -3.630  -1.26
105 H 0.907 5.681 0.300  0.47
106 H 1.701 4.155 -0.167  0.36
107 H 0.073 4.145 0.581  -0.19
108 H 1.751 5.719 -2.221  0.42
109 H 0.370 6.795 -1.941  0.32
110 H 0.335 5.627 -3.282  0.40
111 H -1.321 1.980 -1.644  -0.98
112 H -1.936 5.959 -2.117  0.43
113 H -3.322 5.090 -2.780  0.38
114 H -2.128 5.803 -3.878  0.35
115 H -1.410 2.182 -3.798  0.34
116 H -2.437 3.378 -4.596  0.41
117 H -3.011 2.581 -3.129  0.25
118 C -1.921 -1.755 -4.550  -0.96
119 Si -1.291 -2.605 -2.967  0.37
120 C 0.388 -3.480 -3.206  -0.45
121 C -2.626 -3.668 -2.114  -0.85
122 Se -0.651 -0.943 -1.276  0.58
123 H -2.113 -2.496 -5.320  0.43
124 H -1.205 -1.040 -4.943  0.22
125 H -2.850 -1.228 -4.366  0.32
126 H 0.326 -4.212 -4.004  0.54
127 H 0.685 -4.000 -2.301  -0.01
128 H 1.168 -2.768 -3.462  0.00
129 H -2.894 -4.514 -2.739  0.51
130 H -3.530 -3.090 -1.939  0.28
131 H -2.281 -4.057 -1.161  0.09


Look up the net charge of the first one.
-1


energy of number 1 (C27H25AuCl2N5S3)?
-3568.25949 hartree


Among the records above, which one has the highest energy relative to the best compared isomer or geometry (same formula, charge and spin)?
C38H75GeN5O4S5SeSiTa